# C4H12S2

A 2-piece molecular cluster, C4H12S2 overall (ωB97M-V/def2-TZVPD, the Open Molecules 2025 dataset).

```
18
Properties=species:S:1:pos:R:3:nbo_charge:R:1
C 0.225 1.327 3.567 -0.620
C 1.218 1.112 2.398 -0.509
S 0.685 1.875 0.824 -0.057
H 0.817 1.570 4.440 0.214
H -0.323 2.267 3.409 0.212
H -0.479 0.517 3.636 0.217
H 1.161 0.060 2.158 0.216
H 2.228 1.378 2.659 0.212
H 0.740 0.771 0.073 0.116
C -1.656 -0.546 -3.335 -0.735
S -1.001 -2.224 -3.078 0.154
C 0.257 -1.906 -1.791 -0.738
H -2.647 -0.674 -3.780 0.230
H -1.779 -0.096 -2.352 0.216
H -1.024 0.038 -3.997 0.213
H 0.026 -2.449 -0.885 0.223
H 0.332 -0.822 -1.752 0.216
H 1.222 -2.198 -2.193 0.221
```

For the max |F|, the calculation gives 2.2 eV/A. The calculation puts the LUMO energy at 0.785 eV. The value obtained for the energy above the lowest of the compared OMol25 structures with the same formula, charge and spin is 73.4 kJ/mol. The spin multiplicity is 1. For the HOMO energy, the calculation gives -0.31297 hartree. As for the SMILES: CCS.CSC. The HOMO-LUMO gap comes out at 9.30 eV.